18
Properties=species:S:1:pos:R:3:forces:R:3 method="wB97M-V/def2-TZVPD" e_homo_ev=-13.69 lumo_ha=-0.1338 de_lowest_kj_mol=227.69 smiles="CN(C)C(=O)C[NH3+]" max_force_ev_per_a=3.15 charge=+1 energy_ha=-343.47743
O -0.005724 -0.709116 -1.593209 1.24 -0.98 0.30
N 0.685116 -2.631383 0.038872 0.32 2.77 0.89
N 0.100105 0.999668 -0.138781 -1.29 2.17 -0.78
C -0.135837 1.966501 -1.310266 -1.56 -1.56 0.27
C 0.194053 -0.280981 -0.460447 -1.71 0.52 0.26
C 0.228971 -1.277072 0.692860 -0.46 -2.66 1.18
C -0.467960 1.565773 1.113926 -1.69 1.78 -1.95
H 1.269489 -3.075315 0.717498 1.48 -0.39 -0.30
H 0.108493 2.464484 1.375223 0.11 -0.74 0.54
H 0.879667 -1.217553 1.645495 -1.12 0.69 -1.74
H -1.513788 2.044940 0.834260 1.87 -1.18 0.42
H -0.696196 0.846885 1.869671 0.50 -0.35 0.67
H -0.037363 1.395196 -2.236940 0.65 0.36 0.24
H -0.057093 -3.236168 -0.038133 -2.63 -1.69 -0.36
H -1.208403 2.360054 -1.399284 1.43 -0.53 0.86
H 0.567145 2.743589 -1.151658 0.50 0.85 -0.32
H -0.854803 -1.536129 0.972651 1.54 0.92 -0.08
H 0.944129 -2.423372 -0.931739 0.82 0.03 -0.11

18
Properties=species:S:1:pos:R:3:forces:R:3 method="wB97M-V/def2-TZVPD" e_homo_ev=-15.15 lumo_ha=-0.1230 de_lowest_kj_mol=407.56 smiles="C[N+](C)(C)NC=O" max_force_ev_per_a=4.86 charge=+1 energy_ha=-343.40893
O -2.457742 -0.170604 0.614073 -0.62 -1.18 -0.04
N 0.147766 0.110249 -0.039813 1.58 -0.04 -2.02
N -0.573879 -0.973599 -0.534838 -3.07 -3.61 1.05
C -0.227270 1.316059 -0.849631 0.00 2.41 1.88
C -2.000207 -1.132278 0.082395 2.30 1.91 -2.21
C 0.141975 0.227907 1.407389 0.70 -0.10 2.32
C 1.580251 -0.237804 -0.425418 3.02 1.93 -0.61
H 1.911134 0.257175 -1.409322 -0.83 -0.71 1.55
H 1.759043 -1.301945 -0.563578 -0.46 -0.01 0.30
H 0.288530 1.297307 1.674740 -0.62 -0.83 0.06
H -0.743176 -0.302400 1.812010 0.81 1.15 0.09
H -0.058780 -1.874099 -0.359371 -0.58 1.21 -0.34
H -2.436241 -2.069917 -0.309406 -0.09 0.19 0.64
H -1.276079 1.581404 -1.040336 0.19 -0.69 0.95
H 0.340658 2.182795 -0.432974 -0.83 -0.56 0.25
H 2.306268 0.125752 0.397614 -1.32 -0.42 -1.52
H 1.070458 -0.293263 1.738553 -1.06 0.27 0.17
H 0.227290 1.257259 -1.762086 0.88 -0.90 -2.53

18
Properties=species:S:1:pos:R:3:forces:R:3 method="wB97M-V/def2-TZVPD" e_homo_ev=-14.60 lumo_ha=-0.1157 de_lowest_kj_mol=191.13 max_force_ev_per_a=4.92 charge=+1 energy_ha=-343.49136
O 1.258224 -0.748575 0.982691 -2.56 0.17 1.33
N 0.420756 0.307061 -0.851608 1.49 -0.40 0.42
N -1.112309 -0.322987 0.887921 4.30 -1.32 -0.92
C -1.224595 -0.927689 2.209419 -2.23 0.08 -0.14
C 1.783823 0.230478 -1.469041 -3.66 2.17 -2.47
C 0.209809 -0.182681 0.353392 -1.37 -1.04 -0.17
C -0.536982 1.024735 -1.679500 0.70 0.37 -0.36
H 0.889916 -1.033795 1.901238 1.27 0.51 -1.96
H -1.622620 0.490032 0.782747 -1.54 1.83 -0.51
H -0.966361 1.791407 -1.087822 -0.48 1.06 0.33
H -1.027555 -0.150409 2.939026 0.39 -0.48 0.69
H -0.000307 1.456698 -2.563441 -0.72 -0.37 1.06
H -1.313777 0.401156 -2.022181 -0.92 -0.96 -0.46
H -0.681770 -1.864134 2.249162 0.38 0.02 0.31
H 2.493012 0.460484 -0.821556 3.14 1.09 3.10
H 1.984238 -0.690520 -1.884273 0.11 -2.16 -0.93
H 1.745263 1.020073 -2.271522 0.52 -1.07 0.87
H -2.298765 -1.261335 2.345346 1.18 0.50 -0.18

18
Properties=species:S:1:pos:R:3:forces:R:3 method="wB97M-V/def2-TZVPD" e_homo_ev=-15.15 lumo_ha=-0.1245 de_lowest_kj_mol=242.25 max_force_ev_per_a=4.74 charge=+1 energy_ha=-343.47189
O 2.957563 -0.642122 0.092038 -1.07 0.63 -0.07
N 1.135756 0.828986 -0.027353 0.22 -1.58 1.61
N 0.009861 -1.497049 0.380177 -0.69 -0.85 -1.97
C -1.263125 0.498706 1.175086 3.37 2.70 -1.94
C -0.428562 -0.233549 0.132669 1.56 1.81 -0.60
C 2.362845 0.502471 -0.166604 2.34 2.65 -0.74
C -0.628633 0.027143 -1.355045 -3.24 1.70 -0.64
H -1.748930 -0.112971 -1.570974 1.42 0.28 0.14
H -1.080278 1.612583 0.958022 -0.82 -1.49 0.41
H -0.320624 1.062146 -1.773794 -0.90 -1.63 1.17
H 2.282629 -1.169009 0.540972 0.02 -0.81 -0.02
H -0.876365 0.338250 2.143697 0.25 -0.44 1.16
H 0.976629 1.807141 -0.098101 -0.22 0.84 -0.38
H -2.262200 0.259010 1.083993 -2.15 -0.56 -0.21
H -0.032819 -1.917975 1.273130 -0.44 -0.04 1.17
H -0.411984 -2.089824 -0.347683 0.93 -0.23 0.52
H -0.123015 -0.649917 -1.988402 0.78 -1.03 -0.33
H 3.107502 1.343227 -0.533200 -1.36 -1.93 0.71

18
Properties=species:S:1:pos:R:3:forces:R:3 method="wB97M-V/def2-TZVPD" e_homo_ev=-14.28 lumo_ha=-0.1194 de_lowest_kj_mol=130.50 smiles="C[C@@H]([NH3+])CC(N)=O" max_force_ev_per_a=5.16 charge=+1 energy_ha=-343.51445
O 0.240075 -1.514255 -1.430308 -1.91 -1.42 -1.14
N -1.749914 -0.107971 -0.415677 1.83 1.23 -0.71
N 2.382051 -0.731522 -1.547083 -4.13 -2.21 -1.17
C -0.659995 -0.057371 0.710386 2.04 -0.83 -2.18
C 1.064927 -0.774988 -0.999794 4.85 1.63 0.65
C -0.914385 1.013750 1.682714 -1.77 1.54 0.61
C 0.753395 0.242540 0.122668 0.08 0.27 -3.49
H -0.540045 -1.146703 1.086697 -0.75 1.91 -0.33
H -1.308394 -0.679489 -1.222512 -0.29 0.70 1.10
H -0.340963 0.756823 2.588931 -0.54 0.58 -0.16
H -1.969055 0.907940 -0.735517 -0.03 -2.37 0.72
H 1.128859 1.233179 -0.418917 -1.86 -1.32 1.41
H 3.152569 -0.323286 -1.145760 1.69 1.25 1.33
H 1.410280 0.171054 0.936254 1.14 -0.40 1.13
H -2.523822 -0.658869 -0.064788 -0.65 0.46 -0.04
H -2.015847 1.014661 1.831140 0.61 0.12 0.89
H -0.694934 2.087459 1.306271 0.06 -1.93 0.51
H 2.585198 -1.432953 -2.284708 -0.36 0.80 0.88

18
Properties=species:S:1:pos:R:3:forces:R:3 method="wB97M-V/def2-TZVPD" e_homo_ev=-14.22 lumo_ha=-0.1240 de_lowest_kj_mol=280.93 max_force_ev_per_a=4.02 charge=+1 energy_ha=-343.45715
O -2.002443 1.483209 0.756982 1.43 -0.91 -0.20
N -0.112293 -1.088150 -0.262095 -0.36 1.12 -1.44
N 1.201688 0.433308 -0.192948 -1.05 -1.08 -1.48
C 0.647677 -0.445701 0.782681 -2.61 1.81 2.47
C 1.864386 1.696991 -0.088213 -0.68 -0.08 -1.51
C -0.981057 -2.266783 -0.524084 3.25 -0.14 1.18
C 0.392367 -0.163708 -1.092421 -0.51 -0.38 -0.42
H -1.978603 -2.099996 -0.252725 -1.31 0.24 0.64
H 0.026586 0.162694 1.542095 0.64 -1.14 -1.23
H 1.192874 2.430473 0.344985 0.19 0.23 0.17
H -2.159550 2.028223 1.513388 -0.46 0.59 0.54
H -0.476884 -3.114333 0.044339 -1.08 0.79 -0.97
H 2.037718 1.906112 -1.147578 0.38 0.73 0.32
H -2.728151 1.557870 0.158461 -0.88 0.30 -0.36
H 2.791685 1.565210 0.422621 0.55 0.17 0.42
H 1.305531 -1.054086 1.270635 1.92 -1.70 1.29
H -0.883170 -2.364860 -1.582757 -0.16 -0.67 -0.66
H 0.111288 -0.018814 -2.173447 0.73 0.13 1.24

18
Properties=species:S:1:pos:R:3:forces:R:3 method="wB97M-V/def2-TZVPD" e_homo_ev=-14.17 lumo_ha=-0.3350 de_lowest_kj_mol=801.26 max_force_ev_per_a=5.10 charge=+1 energy_ha=-343.25897
O -0.122354 0.518182 1.293024 -0.39 -0.31 -0.39
N -2.499882 0.528190 0.405814 2.98 -1.25 2.58
N 1.005548 -0.248782 -0.764066 -2.84 1.53 3.05
C 1.157619 -1.543183 -0.268636 1.12 -3.22 1.78
C 2.125074 0.524351 -0.365545 3.84 -0.71 -3.27
C -0.149660 0.513517 0.042705 2.91 -0.02 -2.47
C -1.601934 -0.106314 -0.455303 -2.80 3.17 -0.01
H -1.436982 -1.138805 -0.314206 1.10 -1.43 0.43
H -3.455975 0.234412 0.401997 -0.81 0.44 -0.31
H -0.058633 1.551763 -0.477620 -0.82 -0.94 0.55
H -2.011817 0.099603 -1.416086 0.49 -0.28 -1.39
H 3.048994 -0.077601 -0.653316 -0.97 0.90 0.06
H 1.242762 -1.531697 0.847820 0.33 0.03 -0.53
H 2.322627 0.724782 0.656596 -0.87 0.18 1.56
H -1.971442 0.592093 1.339997 -1.80 0.04 -1.00
H 2.177392 1.434103 -0.940575 -0.04 0.70 -0.07
H 0.310018 -2.221713 -0.377704 -0.29 0.16 -0.67
H 2.085628 -2.098479 -0.622662 -1.15 1.03 0.11

18
Properties=species:S:1:pos:R:3:forces:R:3 method="wB97M-V/def2-TZVPD" e_homo_ev=-14.23 lumo_ha=-0.1123 de_lowest_kj_mol=129.21 max_force_ev_per_a=0.69 charge=+1 energy_ha=-343.51494
O 1.280768 0.615324 1.284843 -0.33 0.38 -0.40
N -1.217910 -1.725307 -0.145775 -0.28 0.56 0.14
N 1.091488 -1.771639 -0.132616 -0.16 -0.29 -0.08
C -0.029037 1.409565 -0.578839 0.34 0.11 -0.59
C -0.073016 -2.348425 -0.229323 0.02 0.29 -0.11
C -1.328906 1.529032 -0.786240 -0.20 0.01 0.11
C 0.642057 1.771917 0.694778 -0.28 -0.32 0.31
H -1.760079 1.357302 -1.761203 -0.09 0.01 -0.06
H 1.231563 -0.826200 0.221372 -0.01 0.25 0.15
H -2.074485 -2.241916 -0.211588 -0.14 -0.21 -0.01
H -1.304382 -0.701626 -0.096006 0.35 -0.51 0.04
H 1.808528 0.956766 2.009664 0.24 -0.27 0.22
H 1.898523 -2.332729 -0.313150 0.38 -0.18 0.08
H 0.607616 1.186987 -1.435384 0.05 -0.19 0.18
H -1.981589 1.844268 0.015255 -0.20 0.04 0.06
H 1.395546 2.511870 0.481204 0.30 0.43 0.00
H -0.092509 -3.412042 -0.407833 -0.05 -0.17 -0.09
H -0.094181 2.176861 1.390842 0.06 0.05 0.07

18
Properties=species:S:1:pos:R:3:forces:R:3 method="wB97M-V/def2-TZVPD" e_homo_ev=-14.60 lumo_ha=-0.1351 de_lowest_kj_mol=240.47 smiles="NCC[C@H]([NH3+])C=O" max_force_ev_per_a=3.44 charge=+1 energy_ha=-343.47257
O -0.949462 -1.109538 2.330628 -0.33 -0.37 -0.62
N 0.283169 -1.595349 0.074809 0.85 -0.13 0.88
N -1.340626 0.422311 -0.901813 -0.81 1.07 -0.48
C 0.867996 0.972846 -0.148747 0.51 -1.82 -2.27
C -0.345628 -0.191816 1.865327 1.37 1.96 1.72
C 0.671434 -0.299828 0.736692 -0.66 0.05 0.91
C 0.020926 0.889925 -1.427441 -3.29 0.15 0.98
H -0.249168 0.805017 2.413644 -0.60 -0.77 -0.59
H 1.838162 0.748556 -0.597554 0.66 1.21 0.68
H 0.273851 0.057868 -2.091348 0.66 0.57 -0.18
H 1.097482 -2.206424 0.010485 0.01 0.19 -1.21
H -1.748596 1.120351 -0.268190 0.81 -0.16 0.48
H 0.738678 1.963471 0.314992 0.38 -0.78 0.32
H -0.133068 1.854601 -1.976213 0.83 -0.89 0.39
H -2.086950 0.549327 -1.591035 0.52 -0.72 -0.60
H -0.289892 -2.140110 0.758101 -0.45 0.78 -0.18
H -0.274510 -1.327354 -0.738238 -0.25 -0.57 -0.35
H 1.626200 -0.513848 1.235902 -0.21 0.23 0.12

18
Properties=species:S:1:pos:R:3:forces:R:3 method="wB97M-V/def2-TZVPD" e_homo_ev="-12.19 / -13.84" lumo_ha="-0.1249 / -0.1930" s_squared=2.0079 de_lowest_kj_mol=174.78 multiplicity=3 max_force_ev_per_a=5.03 charge=+1 energy_ha=-343.28327
O -1.900538 0.263764 0.447829 0.46 2.10 2.60
N 1.632585 -0.323135 0.515475 3.19 0.52 -0.45
N -0.982468 0.520064 -0.447242 -0.15 -2.32 -2.65
C 1.759915 -1.525974 -0.264804 2.87 1.50 -3.85
C -0.051908 1.478722 -0.043115 -0.49 2.80 1.12
C 1.360571 0.981625 -0.286494 0.29 0.30 0.79
C -2.839700 -0.726811 0.201252 -0.48 -0.58 -3.43
H -2.708317 -1.514503 0.893810 -0.02 -0.78 0.74
H -0.260835 1.709113 1.054684 0.53 0.35 -1.26
H 1.095514 -0.490079 1.312163 -2.05 0.05 1.52
H 2.428877 -1.296749 -1.266474 -1.81 -1.01 2.87
H 1.408180 0.668248 -1.305898 0.30 -0.14 -0.70
H 2.580325 -0.184535 0.967700 -0.92 -0.05 -0.69
H -3.848843 -0.334959 0.165450 -0.09 0.35 0.67
H 2.208653 1.690483 -0.046811 -1.26 -0.66 -0.20
H -2.696112 -1.065682 -0.854903 0.13 -0.19 0.85
H -0.210173 2.422866 -0.757899 0.48 -1.56 1.77
H 1.024270 -2.272456 -0.284727 -0.97 -0.68 0.29

19
Properties=species:S:1:pos:R:3:forces:R:3 method="wB97M-V/def2-TZVPD" e_homo_ev=-4.18 lumo_ha=0.1510 de_lowest_kj_mol=57.84 max_force_ev_per_a=0.55 charge=-1 energy_ha=-419.06901
O 1.749986 -0.948629 0.854972 0.14 -0.15 0.05
O 1.861022 -0.161468 -1.257655 0.03 0.01 -0.05
N -1.768968 0.427344 -0.418393 -0.06 0.10 0.16
N 3.185054 -1.896929 -0.634334 -0.03 -0.25 -0.12
C -1.221830 2.179372 1.190805 -0.05 0.05 0.00
C -0.789553 0.845849 0.599709 -0.52 -0.09 0.17
C -1.611921 -0.986413 -0.751311 0.06 0.17 0.24
C 2.194436 -0.917870 -0.313976 -0.12 0.15 0.03
H 3.662674 -2.284962 0.161113 0.03 0.10 0.06
H 0.229030 0.798490 0.211441 0.03 0.22 0.11
H -0.565045 -1.270654 -0.872561 0.10 -0.05 -0.21
H -2.242805 2.076476 1.568027 0.00 0.05 -0.01
H -2.010618 -1.578869 0.077850 -0.06 -0.04 -0.07
H 3.770571 -1.648159 -1.413564 0.03 0.05 0.02
H -0.590069 2.487361 2.025384 0.14 -0.02 -0.05
H -1.229753 2.987537 0.456407 0.07 0.02 -0.09
H -2.184786 -1.213620 -1.651105 0.03 -0.08 -0.03
H -0.833260 0.115356 1.411921 0.09 -0.13 -0.11
H -1.604167 0.989788 -1.244729 0.09 -0.11 -0.09

19
Properties=species:S:1:pos:R:3:forces:R:3 method="wB97M-V/def2-TZVPD" e_homo_ev=-4.14 lumo_ha=0.1510 de_lowest_kj_mol=70.40 max_force_ev_per_a=1.05 charge=-1 energy_ha=-419.06423
O -0.365378 0.006837 2.260636 0.13 -0.06 0.11
O 0.907395 1.375113 1.001954 0.21 0.15 0.46
N -1.040506 -0.362347 -1.336231 0.27 0.36 -0.02
N 1.122862 1.393363 3.266524 0.22 -0.20 0.56
C 0.607451 -2.023622 -1.851739 0.42 0.34 -0.47
C -1.518536 0.922822 -0.781603 -0.11 -0.87 0.35
C 0.404093 -0.639296 -1.222644 -0.48 -0.74 -0.56
C 0.511692 0.891484 2.091364 -0.39 -0.03 -0.72
H 0.982567 0.081251 -1.803272 -0.11 0.25 0.21
H 1.484246 2.326053 3.203933 0.04 0.15 -0.14
H 0.013270 -2.769278 -1.322063 0.14 -0.15 -0.02
H 0.743919 -0.652662 -0.192023 0.14 0.31 0.12
H 0.614863 1.188704 4.113038 -0.05 0.06 -0.12
H -1.462752 -1.059478 -0.736212 -0.19 -0.17 -0.03
H -1.028025 1.778173 -1.238875 -0.03 -0.02 -0.15
H -1.358607 0.948938 0.294610 0.16 0.29 0.04
H -2.600590 0.919342 -0.952045 0.05 0.38 -0.22
H 0.316811 -2.018738 -2.907377 -0.35 0.05 0.12
H 1.665222 -2.306655 -1.887976 -0.06 -0.12 0.47

19
Properties=species:S:1:pos:R:3:forces:R:3 method="wB97M-V/def2-TZVPD" e_homo_ev=-4.13 lumo_ha=0.1383 de_lowest_kj_mol=78.47 max_force_ev_per_a=0.34 charge=-1 energy_ha=-419.06115
O 1.792047 -2.333939 1.639259 0.13 -0.03 0.14
O 0.423390 -2.602825 -0.137435 0.00 -0.06 -0.03
N -0.476697 1.121831 -0.370928 0.12 0.12 -0.14
N -0.457384 -2.593327 1.957186 0.12 -0.01 -0.22
C 0.693408 -2.526197 1.085429 -0.15 0.18 -0.04
C -0.611494 2.509987 -0.753882 0.17 -0.12 0.23
C 0.782339 0.910829 0.326504 -0.07 -0.11 -0.22
C -0.528866 0.255515 -1.540702 -0.15 0.01 0.30
H -1.477435 0.409168 -2.055274 -0.07 -0.01 -0.09
H -0.604892 3.143361 0.142209 0.00 -0.05 -0.17
H 0.293413 0.473305 -2.242878 0.05 0.01 -0.07
H -1.185276 -3.122427 1.501563 -0.11 -0.03 0.18
H 0.905499 -0.143342 0.551990 0.00 -0.04 0.21
H -0.220550 -2.915801 2.882893 -0.01 -0.08 -0.02
H -1.548786 2.660592 -1.284050 -0.14 0.06 -0.06
H 1.639557 1.197267 -0.306343 0.08 0.12 -0.06
H -0.450823 -0.782593 -1.215764 0.08 -0.04 -0.06
H 0.216649 2.830772 -1.414754 -0.01 0.09 -0.01
H 0.815901 1.507826 1.234978 -0.03 -0.02 0.15